# 1
Below is a single C2H3N3OS molecule in a non-equilibrium geometry, with properties calculated with wB97M-V/def2-TZVPD.

```
! wB97M-V def2-TZVPD RIJCOSX def2/J DEFGRID3
* xyz 0 1
C 1.24113 1.11007 0.03703
C 3.35578 0.29564 -0.00468
N 2.50638 1.33845 -0.00501
N 0.76277 -0.11828 0.12329
N -0.49795 -0.55428 0.07672
O 4.54437 0.29822 -0.00011
S 2.43588 -1.31153 -0.01446
H 0.56815 1.95789 0.04280
H -0.81816 -0.84462 -0.84348
H -0.69804 -1.25672 0.78439
*
```

Calculated values
ΔE to the lowest compared entry with this formula, charge and spin   136.7 kJ/mol
SMILES string   Nn1cnc(=O)s1
Frontier orbital gap   8.83 eV
LUMO energy   -0.70 eV

Atomic partial charges in e from the Mulliken method, atoms 1 to 2: number 1, C, carries 0.183; number 2, C, carries 0.556

***

# 2
Below is 2 unconnected molecules or ions with the total composition C5H10O in a non-equilibrium geometry, with properties calculated with wB97M-V/def2-TZVPD.

```
! wB97M-V def2-TZVPD RIJCOSX def2/J DEFGRID3
* xyz 0 1
C 1.05560 -1.10857 0.99556
C 0.13402 -0.75140 -0.22602
C -1.25805 -0.38858 0.09755
C -1.05838 1.00025 0.67600
C -0.71559 0.65874 -0.70953
O 1.36535 1.36304 -1.58210
H 0.55259 -1.90273 1.58171
H 1.20655 -0.28561 1.69810
H 2.05008 -1.50978 0.75009
H 1.17321 0.56867 -1.05324
H 0.28734 -1.48038 -1.03311
H -2.15128 -0.96262 -0.01404
H -1.96891 1.56564 0.85649
H -0.23380 1.24669 1.34284
H -1.06761 1.21596 -1.59727
H 1.14414 1.07655 -2.47371
*
```

Calculated values
ΔE to the lowest compared entry with this formula, charge and spin   387.2 kJ/mol
SMILES string   C[C@H]1[C@H]2C[C@@H]12.O
Frontier orbital gap   10.22 eV
LUMO energy   1.00 eV

Atomic partial charges in e from the Mulliken method, atoms 1 to 2: number 1, C, carries -1.199; number 2, C, carries -0.315

***

# 3
Below is a molecular structure, C7H10ClF8O2PbS in a non-equilibrium geometry, with properties calculated with wB97M-V/def2-TZVPD.

```
! wB97M-V def2-TZVPD RIJCOSX def2/J DEFGRID3
* xyz 1 1
Pb 4.11385 20.35473 3.33608
Cl 4.45920 22.86844 4.84314
C 5.26432 19.97235 10.83966
C 6.24497 18.70748 10.67894
C 6.18263 17.74147 11.89741
F 7.08144 16.73609 11.84995
F 6.30862 18.46578 12.99023
F 5.76125 18.03943 9.57618
F 7.51645 19.10932 10.45214
O 4.70700 20.32112 9.54035
C 4.21342 21.70193 9.40766
C 3.38724 21.70125 8.06103
F 2.55574 20.64468 8.15955
F 2.76123 22.88840 7.90414
F 3.35128 21.89286 10.31676
F 5.15169 22.65253 9.40853
H 5.75832 20.78476 11.37264
H 4.31543 19.73569 11.32101
H 5.20173 17.26737 11.93168
H 4.06071 21.57048 7.21402
C 7.64069 21.75719 5.93240
S 6.93089 20.05751 6.07511
O 5.84617 19.76517 5.02221
C 8.47349 19.17794 5.49052
H 6.84134 22.40195 6.29766
H 7.85533 22.04244 4.90252
H 8.52927 21.93412 6.53842
H 8.35762 18.14434 5.81666
H 9.35390 19.51554 6.03732
H 8.59399 19.24619 4.40935
*
```

Calculated values
ΔE to the lowest compared entry with this formula, charge and spin   0.0 kJ/mol
Frontier orbital gap   7.34 eV
LUMO energy   -6.29 eV

Atomic partial charges in e from the Mulliken method, atoms 1 to 2: number 1, Pb, carries 1.250; number 2, Cl, carries -0.498

***

# 4
Below is a single C4H9NO2 molecule in a non-equilibrium geometry, with properties calculated with wB97M-V/def2-TZVPD.

```
! wB97M-V def2-TZVPD RIJCOSX def2/J DEFGRID3
* xyz 0 1
N -1.43646 -0.78765 1.42686
C -1.36340 -0.11942 0.32575
O -2.05777 0.99648 0.49713
C -0.61057 -0.38451 -0.94669
C 0.65765 0.48074 -1.06540
C 1.71689 0.17887 -0.00415
O 1.37974 0.63728 1.28591
H -1.11388 -1.73086 1.51139
H -2.26240 0.60154 1.45332
H -0.33755 -1.44663 -0.96027
H -1.26556 -0.19346 -1.80399
H 1.09477 0.30855 -2.05773
H 0.38567 1.54023 -1.00241
H 1.94058 -0.90250 -0.00602
H 2.64469 0.69613 -0.26950
H 0.62760 0.12521 1.61578
*
```

Calculated values
ΔE to the lowest compared entry with this formula, charge and spin   181.0 kJ/mol
SMILES string   [H]/N=C(/O)CCCO
Frontier orbital gap   11.01 eV
LUMO energy   0.83 eV

Atomic partial charges in e from the Mulliken method, atoms 1 to 2: number 1, N, carries -0.830; number 2, C, carries 0.470

***

# 5
Below is a single CH4N2OS2 molecule in a non-equilibrium geometry, with properties calculated with wB97M-V/def2-TZVPD.

```
! wB97M-V def2-TZVPD RIJCOSX def2/J DEFGRID3
* xyz 0 1
C -1.49208 -0.02185 -0.70929
N 2.64036 -0.69479 0.67363
N -2.45336 0.62138 -0.12858
O -1.43063 -0.78394 -1.59433
S 2.00568 0.28524 -0.58655
S 0.12535 0.77291 0.17190
H 2.94261 -1.53505 0.31216
H 3.33476 -0.31921 1.42767
H -2.16146 1.20146 0.61564
H -3.51122 0.47386 -0.18224
*
```

Calculated values
ΔE to the lowest compared entry with this formula, charge and spin   43.8 kJ/mol
SMILES string   NSSC(N)=O
Frontier orbital gap   9.11 eV
LUMO energy   0.45 eV

Atomic partial charges in e from the Mulliken method, atoms 1 to 2: number 1, C, carries 0.636; number 2, N, carries -0.487

***

# 6
Below is a molecular structure, CH5S3 in a non-equilibrium geometry, with properties calculated with wB97M-V/def2-TZVPD.

```
! wB97M-V def2-TZVPD RIJCOSX def2/J DEFGRID3
* xyz 0 2
C 0.43607 1.73035 -0.39069
S 1.20564 0.84896 0.96340
S 0.33200 -1.05940 0.89130
H 0.82760 1.41266 -1.35889
H 0.71927 2.78038 -0.32721
H -0.64277 1.61015 -0.37519
H -0.50161 -0.82633 -0.22599
S -1.70750 -0.69789 -1.58331
H -2.68077 -1.00665 -2.46399
*
```

Calculated values
ΔE to the lowest compared entry with this formula, charge and spin   159.3 kJ/mol
Frontier orbital gap (alpha / beta)   8.67 / 4.86 eV
LUMO energy (alpha / beta)   0.52 / -3.15 eV

Atomic partial charges in e from the Mulliken method, atoms 1 to 2: number 1, C, carries -0.843; number 2, S, carries -0.023

***

# 7
Below is a single C7H8O molecule in a non-equilibrium geometry, with properties calculated with wB97M-V/def2-TZVPD.

```
! wB97M-V def2-TZVPD RIJCOSX def2/J DEFGRID3
* xyz 0 1
C 2.15297 1.13724 -0.14071
C 0.73765 0.76997 0.45730
C -0.25784 0.50847 -0.60281
C -1.73167 0.26912 -0.18029
C -1.55147 -0.95349 0.71816
C -0.42388 -1.59649 0.22790
C 0.53958 -0.62824 -0.33658
H 2.43743 0.64456 -1.10464
H 0.73329 1.13799 1.54807
H -0.03977 0.95759 -1.54710
H -2.21539 1.01242 0.54069
H -2.44839 0.35573 -1.13100
H -2.41740 -1.62162 1.33284
H -0.25431 -2.68589 0.52795
H 1.54049 -1.00105 -0.68358
O 3.19871 1.69367 0.37379
*
```

Calculated values
ΔE to the lowest compared entry with this formula, charge and spin   478.3 kJ/mol
SMILES string   O=C[C@@H]1[C@H]2C=CC[C@@H]12
Frontier orbital gap   9.17 eV
LUMO energy   0.41 eV

Atomic partial charges in e from the Mulliken method, atoms 1 to 2: number 1, C, carries -0.118; number 2, C, carries -0.280

***

# 8
Below is 2 unconnected molecules or ions with the total composition C6H11N2O in a non-equilibrium geometry, with properties calculated with wB97M-V/def2-TZVPD.

```
! wB97M-V def2-TZVPD RIJCOSX def2/J DEFGRID3
* xyz 1 1
C 0.52295 0.26181 2.65014
C 0.08162 1.44836 2.24778
C 0.20142 -0.01984 0.46875
C -0.97429 -1.92670 -1.79069
C -0.51487 2.30238 -0.00861
C 0.33554 -1.29543 -1.89185
N 0.54154 -0.62173 1.57122
N -0.08599 1.25142 0.84369
O 1.38864 -1.99730 -1.61275
H 0.61220 -0.01868 3.67260
H -0.02723 2.44811 2.78661
H -1.75995 -1.22953 -2.05038
H -1.19355 -2.45321 -0.84299
H -0.98695 -2.76200 -2.47999
H -0.58410 3.34019 0.40854
H 0.31124 2.57100 -0.65968
H -1.44524 2.07770 -0.63301
H 0.47583 -0.42049 -2.50645
H 0.98637 -1.55092 1.65207
H 2.11483 -1.40515 -1.82501
*
```

Calculated values
ΔE to the lowest compared entry with this formula, charge and spin   319.1 kJ/mol
Frontier orbital gap   8.40 eV
LUMO energy   -4.51 eV

Atomic partial charges in e from the Mulliken method, atoms 1 to 2: number 1, C, carries -0.652; number 2, C, carries -0.042